Entry 1:
{"formula": "CH2N4", "method": "ωB97M-V/def2-TZVPD", "e_homo_ev": [-9.5, -9.5], "relative_energy_kcal_mol": 92.5, "e_lumo_ev": [-0.62, -0.62], "homo_lumo_gap_ev": [8.876, 8.874], "e_tot_ev": -7025.9362, "species": ["C", "N", "N", "N", "N", "H", "H"], "xyz": [[-1.783677, -0.156116, 0.019365], [-2.926911, -0.059292, 0.144472], [1.831685, 0.237364, 0.029792], [0.837092, 0.847841, -0.137836], [-0.547141, -0.397674, -0.242627], [2.707844, 0.753127, 0.035542], [-0.118895, -1.225248, 0.151290]], "forces_ev_per_angstrom": [[-1.011, 0.216, 0.229], [-0.624, 0.361, 0.231], [-1.205, -1.040, -0.055], [-1.199, -0.929, 0.059], [4.051, 0.707, -0.558], [0.032, 0.691, -0.044], [-0.045, -0.005, 0.139]], "mulliken_charge": [0.352, -0.410, -0.184, 0.055, -0.396, 0.292, 0.292]}

=====

Entry 2:
{"formula": "C27H20N7O7Re", "method": "ωB97M-V/def2-TZVPD", "e_homo_ev": [-11.5, -11.4], "e_lumo_ev": [-4.43, -4.12], "homo_lumo_gap_ev": [7.023, 7.255], "charge": 1, "e_tot_ev": -55206.0529, "spin_multiplicity": 2, "species": ["Re", "C", "C", "C", "C", "C", "N", "C", "C", "C", "C", "C", "C", "C", "N", "C", "C", "C", "N", "C", "C", "N", "C", "C", "C", "N", "H", "H", "H", "H", "H", "H", "H", "H", "H", "H", "H", "H", "H", "H", "H", "H", "H", "H", "O", "C", "O", "C", "C", "C", "C", "C", "C", "O", "N", "O", "O", "N", "O", "O", "H", "H"], "xyz": [[-0.226615, -0.962732, -0.982538], [-3.436798, -3.015340, 5.145750], [-2.640595, -2.405568, 4.027974], [-1.580266, -1.540134, 4.281435], [-0.832467, -1.009213, 3.250774], [-1.125854, -1.307536, 1.920509], [-0.397038, -0.707884, 0.874888], [0.530336, 0.349706, 1.173360], [0.088148, 1.581563, 1.641901], [0.978983, 2.620564, 1.826327], [2.333714, 2.472062, 1.529087], [3.284731, 3.626664, 1.633367], [2.772761, 1.244487, 1.052405], [1.891404, 0.191667, 0.879352], [2.391182, -1.031897, 0.346856], [3.569227, -1.634984, 0.577675], [3.610073, -2.787628, -0.177194], [2.388811, -2.830878, -0.843483], [1.658394, -1.762455, -0.531825], [-2.171359, -2.196937, 1.660572], [-2.908964, -2.732686, 2.707431], [-2.468702, -2.594635, 0.332219], [-3.545904, -3.282310, -0.099332], [-3.278989, -3.751646, -1.360849], [-1.989203, -3.312482, -1.642193], [-1.495004, -2.614973, -0.617452], [-3.408261, -2.387296, 6.034235], [-4.477897, -3.157999, 4.859564], [-3.029689, -3.991457, 5.416256], [-1.331474, -1.282252, 5.302743], [-0.010805, -0.344450, 3.475229], [-0.965615, 1.710850, 1.855037], [0.614751, 3.574339, 2.185973], [2.916351, 4.383025, 2.323803], [4.269619, 3.301654, 1.965605], [3.404705, 4.092130, 0.652807], [3.804967, 1.122108, 0.750129], [4.278407, -1.215466, 1.270574], [4.410487, -3.503188, -0.226880], [2.001020, -3.567864, -1.526367], [-3.695408, -3.444572, 2.497082], [-4.419438, -3.400738, 0.516104], [-3.933124, -4.323628, -1.993495], [-1.405713, -3.432695, -2.539896], [-3.136521, 1.290794, -2.601091], [-2.003362, 0.920187, -2.507717], [-1.711906, -0.298769, -2.003995], [-0.841466, 1.739326, -2.969586], [-1.103457, 2.904397, -3.681445], [-0.057143, 3.673574, -4.139833], [1.268014, 3.337333, -3.903987], [1.504138, 2.193532, -3.188685], [0.481408, 1.369864, -2.712171], [0.826714, 0.276553, -2.041789], [2.875176, 1.782163, -2.848968], [3.501713, 1.175623, -3.683277], [3.275816, 2.093275, -1.743811], [-0.344416, 4.902286, -4.900627], [0.607973, 5.561429, -5.260445], [-1.507148, 5.179395, -5.089040], [-2.125622, 3.195703, -3.878059], [2.067199, 3.966040, -4.270992]], "forces_ev_per_angstrom": [[-0.197, -0.263, 0.003], [0.003, 0.001, -0.001], [-0.011, -0.003, -0.004], [0.014, 0.001, -0.002], [-0.006, 0.000, 0.034], [-0.001, -0.060, -0.032], [0.024, 0.162, 0.062], [0.022, -0.012, -0.011], [-0.030, -0.021, -0.011], [0.017, 0.018, 0.016], [-0.024, -0.001, 0.004], [0.006, 0.003, 0.008], [0.022, -0.033, 0.011], [-0.040, 0.059, 0.058], [0.026, -0.047, -0.060], [-0.008, 0.003, -0.005], [-0.001, -0.021, 0.023], [-0.007, 0.005, -0.028], [-0.015, 0.034, 0.059], [0.028, 0.051, 0.044], [0.000, -0.021, -0.019], [0.010, -0.140, 0.015], [0.007, 0.019, 0.051], [-0.024, -0.015, -0.068], [0.059, -0.019, 0.056], [-0.112, 0.168, -0.059], [-0.002, 0.001, 0.001], [0.000, -0.001, 0.000], [0.001, 0.000, 0.002], [0.001, 0.002, 0.000], [-0.003, 0.002, 0.000], [-0.002, -0.002, -0.005], [-0.002, 0.001, -0.004], [0.000, 0.000, -0.002], [0.001, 0.001, 0.000], [0.005, 0.000, 0.001], [-0.002, 0.011, 0.007], [0.002, 0.000, -0.005], [0.000, -0.004, -0.002], [0.002, 0.007, -0.011], [0.005, 0.000, 0.009], [0.001, 0.006, 0.002], [0.006, -0.002, -0.007], [-0.005, 0.005, -0.008], [-0.002, -0.038, 0.004], [0.098, 0.161, -0.092], [-0.041, -0.116, 0.068], [-0.008, -0.087, 0.099], [-0.001, 0.050, -0.052], [-0.004, -0.087, 0.006], [0.038, 0.030, -0.040], [-0.113, -0.140, 0.112], [-0.144, 0.157, -0.128], [0.323, 0.040, -0.062], [0.099, 0.207, -0.120], [-0.010, -0.068, -0.012], [-0.013, -0.039, 0.048], [0.014, 0.109, 0.160], [0.017, -0.023, -0.064], [-0.030, -0.030, -0.061], [0.000, -0.011, 0.008], [0.006, -0.009, 0.002]], "mulliken_charge": [1.705, -1.559, 0.114, -1.274, -0.419, 1.616, -0.564, -0.925, -0.098, -0.914, 0.641, -1.557, -0.388, 0.519, 0.796, -0.028, -1.176, -0.246, -0.520, 0.707, -0.793, 0.369, 0.010, -1.084, -0.199, -0.494, 0.396, 0.391, 0.307, 0.406, 0.514, 0.596, 0.433, 0.425, 0.390, 0.284, 0.353, 0.520, 0.437, 0.503, 0.361, 0.427, 0.431, 0.461, -0.586, 0.367, -0.431, 0.475, -0.804, -0.277, -0.297, -0.223, 0.682, -0.607, 0.878, -0.591, -0.535, 1.039, -0.617, -0.594, 0.650, 0.598]}

=====

Entry 3:
{"formula": "C5H9NO", "method": "ωB97M-V/def2-TZVPD", "e_homo_ev": -9.1, "relative_energy_kcal_mol": 61.0, "e_lumo_ev": 0.75, "homo_lumo_gap_ev": 9.888, "smiles": "C=NC[C@H](C)C=O", "e_tot_ev": -8866.5657, "species": ["C", "C", "C", "N", "C", "C", "O", "H", "H", "H", "H", "H", "H", "H", "H", "H"], "xyz": [[2.178107, -0.239044, 0.171580], [0.788253, 0.396268, 0.051561], [-0.213755, -0.393402, -0.765883], [-1.427391, 0.331967, -0.414586], [-2.569662, -0.142459, -0.608932], [-0.036041, 0.691409, 1.409065], [0.222012, 1.678738, 2.047070], [2.129620, -1.196612, 0.697634], [2.891218, 0.413086, 0.688017], [2.598639, -0.438162, -0.827642], [0.916202, 1.368936, -0.457388], [-0.114252, -0.322218, -1.856014], [-0.166878, -1.461324, -0.489309], [-0.926326, 0.029628, 1.860398], [-3.420101, 0.496060, -0.378409], [-2.714839, -1.129760, -1.046107]], "forces_ev_per_angstrom": [[-0.134, -0.058, 0.191], [-0.194, -0.041, 0.344], [-0.070, 0.030, 0.022], [-0.716, -0.052, -0.621], [-0.044, 0.041, -0.293], [0.343, 0.132, 0.638], [0.047, -0.165, -0.084], [0.070, 0.045, 0.023], [-0.253, -0.109, 0.014], [-0.259, 0.098, 0.243], [-0.266, -0.183, 0.616], [0.393, -0.001, 0.212], [-0.468, 0.197, -0.027], [1.958, 0.496, -1.326], [-0.130, -0.263, 0.038], [-0.276, -0.168, 0.010]], "mulliken_charge": [-1.424, 0.653, -0.877, -0.324, -0.342, 0.013, -0.492, 0.347, 0.353, 0.355, 0.189, 0.377, 0.383, 0.254, 0.269, 0.268]}

=====

Entry 4:
{"formula": "C4H12", "method": "ωB97M-V/def2-TZVPD", "e_homo_ev": -11.2, "relative_energy_kcal_mol": 13.0, "e_lumo_ev": 1.13, "homo_lumo_gap_ev": 12.314, "smiles": "CC.CC", "e_tot_ev": -4341.9664, "species": ["C", "C", "H", "H", "H", "H", "H", "H", "C", "C", "H", "H", "H", "H", "H", "H"], "xyz": [[1.531841, 0.918026, -0.852137], [1.361125, 0.446669, -2.306496], [2.555394, 0.706095, -0.514256], [1.232857, 1.955104, -0.730335], [1.045050, 0.220953, -0.185374], [1.306744, -0.636830, -2.337270], [0.547759, 0.938661, -2.819409], [2.245778, 0.717056, -2.909488], [-1.988754, -0.550395, 2.149958], [-1.042287, -0.682210, 0.968430], [-1.912426, 0.302602, 2.807132], [-3.010856, -0.610958, 1.745812], [-1.683909, -1.353477, 2.815820], [-1.176972, -1.682313, 0.545364], [-0.021003, -0.824800, 1.366320], [-0.990342, 0.135818, 0.255928]], "forces_ev_per_angstrom": [[0.720, -1.088, -0.368], [1.221, 0.431, 0.013], [0.156, 0.804, -0.348], [0.121, -0.069, 0.377], [-0.879, 0.410, 0.101], [-0.356, -0.088, -0.210], [-0.569, -0.243, 0.044], [-0.195, -0.067, 0.265], [-0.172, -0.330, -0.437], [1.464, -0.507, 0.980], [0.201, 0.773, -0.375], [0.139, -0.255, 0.744], [-0.807, -0.505, 0.063], [-0.485, 0.416, -0.633], [-0.135, 0.523, -0.072], [-0.425, -0.205, -0.145]], "mulliken_charge": [-0.400, -0.895, 0.319, 0.292, -0.166, 0.301, 0.284, 0.296, -0.973, -0.767, 0.338, 0.256, 0.274, 0.265, 0.233, 0.341]}

=====

Question: Number 1 is which compound?
Answer: CH2N4

=====

Copy entry 1 word for word.
{"formula": "CH2N4", "method": "ωB97M-V/def2-TZVPD", "e_homo_ev": [-9.5, -9.5], "relative_energy_kcal_mol": 92.5, "e_lumo_ev": [-0.62, -0.62], "homo_lumo_gap_ev": [8.876, 8.874], "e_tot_ev": -7025.9362, "species": ["C", "N", "N", "N", "N", "H", "H"], "xyz": [[-1.783677, -0.156116, 0.019365], [-2.926911, -0.059292, 0.144472], [1.831685, 0.237364, 0.029792], [0.837092, 0.847841, -0.137836], [-0.547141, -0.397674, -0.242627], [2.707844, 0.753127, 0.035542], [-0.118895, -1.225248, 0.151290]], "forces_ev_per_angstrom": [[-1.011, 0.216, 0.229], [-0.624, 0.361, 0.231], [-1.205, -1.040, -0.055], [-1.199, -0.929, 0.059], [4.051, 0.707, -0.558], [0.032, 0.691, -0.044], [-0.045, -0.005, 0.139]], "mulliken_charge": [0.352, -0.410, -0.184, 0.055, -0.396, 0.292, 0.292]}